ORCA calculation (ωB97M-V/def2-TZVPD) on a molecular structure, C46H46F3N3O5S5SiTl.

XYZ file:
```
110
Properties=species:S:1:pos:R:3
H 3.157 0.754 5.163
Si -1.153 -1.060 -3.342
O -0.151 -2.273 0.079
H -1.078 2.922 -2.599
C -0.810 0.826 4.204
C 0.631 -2.821 2.563
C 1.292 0.649 -4.221
C 4.203 -0.581 -0.404
F -6.429 0.495 0.143
Tl -0.435 0.053 -0.321
H -3.187 -1.112 -1.894
O -4.079 -0.154 2.131
C 0.443 -3.786 4.868
H 0.429 -2.897 -2.924
C 0.651 -4.808 5.783
C -5.212 1.011 0.075
C -3.002 -4.645 5.588
C -1.922 0.982 5.144
C 1.429 1.939 -2.217
C -2.382 -3.485 3.138
C 0.847 -3.937 3.548
C 2.384 1.334 -4.731
C 4.564 -0.295 0.899
H 6.514 -1.904 -4.541
H 3.882 2.841 -4.385
H 0.206 -1.938 3.045
F -5.175 2.136 0.797
C 0.503 0.816 4.630
C 1.210 0.409 2.373
O -2.695 0.378 0.218
H 4.944 0.277 3.543
C 2.263 0.106 1.432
C 7.173 -1.043 -2.631
H 1.559 -2.547 2.053
H -2.121 -5.502 2.434
C -1.939 0.582 6.454
C 6.529 -0.665 -1.427
C 1.458 -5.122 3.148
C -2.429 -1.821 -2.234
N -0.077 0.441 1.960
C 1.255 -5.990 5.380
H -0.623 -3.235 -4.294
H 0.854 -0.124 -4.833
H -2.895 0.284 -4.429
C -2.671 -5.446 4.502
H -1.117 0.066 6.932
H 1.072 2.211 -1.232
C -1.041 0.660 2.829
C 1.546 0.608 3.715
H 0.803 -2.220 -4.513
N -0.324 0.216 -2.418
H -5.045 1.836 6.494
C 2.829 -0.535 -0.707
H -1.987 -2.310 -1.360
H -2.655 -6.523 4.607
C -3.164 0.873 7.100
H 8.233 -0.942 -2.810
H -2.950 -2.595 -2.805
H 0.336 3.993 -2.395
S -0.909 3.801 -0.395
F -4.947 1.329 -1.197
C -2.673 3.563 -0.380
H -2.778 -1.607 4.105
H 0.331 -4.683 6.809
H 7.048 -0.223 -0.588
C -2.721 -2.686 4.224
H -2.366 -0.999 -5.517
S -0.438 -3.301 1.175
H 0.739 0.981 5.675
H 1.411 -6.789 6.091
C 1.658 -6.146 4.060
H -1.994 -1.741 1.951
C 3.593 0.047 1.854
H 3.003 3.374 -2.122
C -4.046 1.499 6.269
H -1.389 0.455 -5.322
C 6.299 -1.543 -3.548
H -3.142 4.447 -0.809
H -3.246 -5.099 6.539
C 3.023 2.316 -3.989
H 2.476 -0.765 -1.707
H 5.604 -0.336 1.201
N 1.918 -0.179 0.168
C 0.779 0.927 -2.939
C -3.034 -3.265 5.446
H -2.907 2.671 -0.961
C 2.927 0.571 4.121
H -2.992 3.438 0.652
C -2.018 -0.257 -4.794
S 4.699 -1.553 -2.965
S -3.979 -0.211 0.695
C -2.045 -2.827 1.831
H -3.382 0.630 8.130
C -0.719 3.861 -2.172
O -4.337 -1.438 0.046
H 2.742 1.080 -5.720
C 3.907 0.308 3.233
H -2.758 -3.046 1.035
H -1.289 4.711 -2.545
O -0.315 2.478 0.052
C 5.179 -0.884 -1.453
S -3.411 1.716 4.705
H -0.053 -2.874 5.177
H -3.312 -2.635 6.281
C -0.009 -2.458 -3.826
H 1.778 -5.246 2.119
C 2.529 2.609 -2.727
H 2.132 -7.065 3.742
C -2.368 -4.870 3.279
H -2.055 0.690 2.442
```

Energy relative to the best compared isomer or geometry (same formula, charge and spin): 0.6 kcal per mole
Total charge: +1
2S+1: 1
Maximum force: 0.6 eV Å⁻¹
Frontier orbital gap: 6.75 eV



ORCA calculation (ωB97M-V/def2-TZVPD) on a molecular structure, C46H46FIrN5O3Si.

XYZ file:
```
103
Properties=species:S:1:pos:R:3
H -2.881 -5.178 -0.854
H 2.607 5.344 0.198
H -5.860 1.098 0.634
F 8.373 -0.830 -5.169
H 0.457 1.166 -5.977
H 3.092 -4.234 -5.011
H -4.636 3.319 6.269
H 2.648 -3.168 0.375
H 3.131 -1.930 5.637
C -1.088 -2.302 -0.261
N 1.117 1.774 0.707
C 5.003 -3.249 -5.466
C 2.263 4.275 0.395
H -2.208 5.789 0.782
C -1.722 -4.207 -2.342
H 8.116 -2.641 -6.944
C -5.491 0.853 4.139
C 3.939 -4.089 -5.671
H 2.924 -1.604 1.053
C -4.506 2.674 5.415
C 0.452 0.795 5.027
H 1.614 4.663 2.374
C 7.213 -2.555 -6.307
C 0.645 -0.428 5.576
C 1.904 2.018 -0.409
H 4.252 -2.276 -3.637
H 6.503 -0.903 -3.422
H 0.511 2.993 3.654
H -2.049 -4.890 -3.112
C 0.624 0.972 3.569
C -1.630 0.796 -5.476
C -2.519 0.404 -4.467
O -0.125 -0.882 -1.898
H -6.312 -0.171 1.789
C -0.662 -2.094 -1.638
H -3.603 0.435 -4.594
C -0.992 4.414 -2.102
N -0.355 -1.731 0.802
C 6.282 -1.623 -4.218
H -6.194 0.050 3.966
C -0.942 -3.047 -2.663
C 0.012 -4.372 2.156
O -4.359 0.493 1.971
C -4.552 1.137 3.178
C -5.487 0.220 1.151
C -2.028 0.042 -3.220
H 0.097 1.660 5.651
H -0.582 2.399 -2.561
H -2.451 4.321 2.270
C 1.663 3.941 1.557
Si 0.697 -2.578 1.883
H -2.546 3.426 4.735
C 2.380 3.302 -0.621
C -3.443 2.804 4.546
H 0.711 -4.810 2.836
H -5.289 -0.591 0.429
H 2.831 3.565 -1.587
C 0.396 -1.457 3.419
C -2.363 -4.221 -1.058
H 3.191 -2.989 2.061
C -5.475 1.614 5.298
C 0.238 0.239 -4.006
C -1.931 3.651 0.377
C -0.964 3.054 -1.791
H -0.681 -1.512 3.707
C 2.735 -1.672 4.667
C 2.459 -2.580 1.314
H -1.751 6.406 -1.636
C -3.593 2.118 3.330
C 5.146 -2.326 -4.322
H -0.630 -2.676 -3.654
Ir -0.066 0.180 0.939
C -2.433 3.434 1.674
C 7.322 -1.745 -5.177
C -0.644 -0.157 -3.023
H -2.698 -0.160 -2.380
H 2.955 -2.522 4.025
N 0.554 -0.119 2.791
H 3.209 -0.741 4.338
N 0.679 2.246 2.983
C 1.207 2.668 1.741
H -2.473 -3.516 0.924
H -1.023 -4.384 2.581
C -1.411 2.570 -0.528
H 1.321 -0.008 -3.809
C -1.981 5.024 0.002
O -1.393 1.289 -0.195
C -0.273 0.786 -5.211
H -0.159 -5.016 1.254
C -2.043 -3.315 -0.049
C 6.053 -3.284 -6.490
H -2.007 1.224 -6.420
H 0.762 -2.560 5.112
H 0.658 -0.564 6.642
H -2.674 1.448 1.698
C -1.599 5.398 -1.287
H 5.933 -3.947 -7.344
H 2.226 1.225 -1.107
H 3.952 -4.711 -6.552
C 1.166 -1.619 4.763
H -0.538 4.649 -3.037
N -2.686 2.267 2.287
H -6.223 1.554 6.054
```

Energy relative to the best compared isomer or geometry (same formula, charge and spin): 18.0 kcal per mole
Total charge: +2
2S+1: 6
Maximum force: 3.1 eV Å⁻¹
Frontier orbital gap (spin up / spin down): 3.94 / 4.20 eV



ORCA calculation (ωB97M-V/def2-TZVPD) on a molecular structure, C46H46N12O2PbS3Se.

XYZ file:
```
111
Properties=species:S:1:pos:R:3
H -2.576 -2.719 1.268
C -3.228 -2.688 -4.832
H -5.241 -1.652 -0.460
H 4.674 -1.087 -3.903
H -0.242 -5.204 1.668
H 6.318 2.910 0.819
H 3.847 2.159 -2.606
C -2.067 -2.313 -2.814
H -3.959 0.589 -0.855
H -0.775 -4.880 -2.585
N -1.105 1.360 -2.166
C 2.302 3.665 3.658
H -4.177 -1.184 2.363
C 0.768 4.750 5.177
H 0.645 -2.842 -2.833
C -3.301 3.952 3.610
H -5.579 -0.258 0.540
H 2.673 -1.748 1.527
C 6.478 -1.931 -3.105
C -3.808 2.871 4.306
H 0.829 -5.082 -1.913
C -2.474 1.319 3.008
C -1.505 -1.497 -0.828
C 3.162 -1.661 0.564
C 0.154 -3.072 -1.886
N 4.424 -2.074 0.505
H -2.114 0.318 2.810
H 2.484 5.698 4.279
C -0.728 3.529 0.823
C -0.125 -4.567 -1.765
C -0.767 0.836 -3.347
C 6.453 -2.489 -0.756
H -0.834 3.513 5.915
H -0.328 5.793 6.569
C 1.557 2.492 3.759
C -4.818 -1.010 0.317
H -3.898 2.973 -3.050
N 2.122 1.612 1.289
S -1.534 4.845 1.597
S 2.016 1.091 2.837
H -1.235 0.576 -5.423
H -2.993 0.157 0.554
C 0.505 0.109 -3.421
C 0.192 -4.784 0.761
C 5.282 2.553 -1.037
H 0.792 -2.710 -1.082
C 7.113 -2.434 -1.964
N -1.084 -2.282 -1.833
N 4.383 2.343 1.175
H -3.899 -3.601 0.486
H 7.011 -1.899 -4.045
C 4.044 2.211 -1.542
Se -0.499 -0.991 0.705
H -0.138 1.520 4.645
H -3.607 4.962 3.847
C -3.123 -1.539 -2.346
N 1.315 0.074 -2.436
C 5.139 -2.033 -0.689
H -3.784 0.743 4.589
C -4.269 -1.325 -3.107
H -3.298 -3.131 -5.816
C -2.198 2.111 -2.075
C 0.041 3.556 5.277
H -0.992 -6.050 -0.503
H -5.170 -1.780 -4.982
C 5.181 -1.480 -3.033
C -4.299 -1.912 -4.355
H 6.941 -2.882 0.127
C 1.909 4.783 4.355
H 0.966 6.671 5.883
H 0.389 -3.728 0.957
C 5.386 2.618 0.348
C -0.735 -4.992 -0.432
C -4.556 -1.838 1.573
C -3.619 -3.026 1.373
H 4.868 -2.409 1.349
H 8.133 -2.788 -2.029
N 2.505 -1.157 -0.444
N 3.028 1.930 -0.731
C -1.539 1.019 -4.484
C 4.490 -1.524 -1.815
H -5.096 -0.731 -2.743
H -1.683 -4.466 -0.275
C -2.688 1.790 -4.387
H -3.305 1.963 -5.259
C -2.379 3.699 2.600
N -2.745 -1.060 -1.100
H -5.520 -2.211 1.923
C 3.128 -1.037 -1.652
C -1.974 2.399 2.282
Pb 0.643 1.185 -0.356
S 0.407 3.731 -0.473
H -1.278 -3.510 -4.444
H -2.417 2.528 -1.098
H 1.151 -5.279 0.596
C -2.095 -2.906 -4.074
H 3.193 3.693 3.041
C 0.430 2.437 4.571
H -3.662 -3.701 2.227
C 3.242 1.978 0.600
C -3.021 2.351 -3.165
N 0.365 5.868 5.847
N -1.034 2.339 1.256
O 3.283 0.561 3.251
N 2.522 -0.521 -2.689
H 6.115 2.780 -1.683
C -3.617 -0.247 -0.243
C -3.391 1.568 4.011
H 0.773 -0.380 -4.355
H -4.528 3.037 5.096
O 0.884 0.184 2.807
```

Energy relative to the best compared isomer or geometry (same formula, charge and spin): 0.0 kcal per mole
Total charge: +2
2S+1: 1
Maximum force: 0.5 eV Å⁻¹
Frontier orbital gap: 5.04 eV



ORCA calculation (ωB97M-V/def2-TZVPD) on a molecular structure, C46H47AsN8O6SSn.

XYZ file:
```
110
Properties=species:S:1:pos:R:3
O 0.602 -1.306 2.720
H 4.250 2.241 -5.981
H -1.987 -0.118 -2.757
N 4.726 -0.339 4.149
C -0.202 -1.523 3.675
C -4.034 -0.709 1.260
C 4.502 -3.903 -1.115
C 2.741 0.991 -3.221
C 5.244 -3.345 -3.332
H 3.989 0.145 -4.763
C 3.500 1.029 -4.383
C -0.872 -3.129 -3.076
C 3.042 3.381 -4.621
O -0.097 -0.911 -0.204
H 4.599 -1.628 5.822
N -1.896 3.434 -2.382
C -2.141 2.698 2.770
C -1.731 -2.889 4.887
H -3.099 -4.052 6.072
C -4.282 4.082 -2.599
H -5.855 0.403 1.293
C -1.910 -0.562 -1.764
H 4.564 -4.529 -0.234
H 5.887 -3.529 -4.184
C -0.713 -1.338 -4.709
H 1.844 4.262 -3.072
H -0.175 -3.849 2.038
C 0.538 -1.015 -2.609
H 1.602 2.141 -1.816
H -3.291 1.189 -4.223
As 2.339 -0.519 -2.064
H -1.485 -5.925 2.560
H 6.062 -4.945 -2.164
H -4.970 4.286 -1.780
H 4.251 -1.715 -4.280
Sn 0.660 0.530 1.164
C 0.196 -0.659 -3.994
H 0.567 -2.964 -1.444
H 5.815 -2.076 4.604
C -1.896 2.771 -3.689
C -0.804 -3.919 2.917
H -0.467 3.420 3.629
C -1.276 -2.594 -4.237
C -4.172 1.591 1.938
C -4.235 3.908 2.565
H -4.473 -1.631 0.902
C -4.786 0.407 1.474
H -1.182 1.952 -3.653
C -4.889 2.797 2.118
H -4.063 2.005 -2.050
C -2.783 1.542 2.210
C -0.907 -2.843 3.779
C 2.149 2.166 -2.752
N 3.256 0.338 2.566
C -0.523 -1.098 -1.471
H -5.951 2.823 1.896
H -1.929 -3.152 -4.899
N -0.804 2.614 3.125
C -2.868 3.858 2.899
H 2.987 -2.627 -0.293
H -2.523 5.362 -2.838
H -4.775 4.838 2.697
H -2.128 0.196 -1.012
C -2.350 -5.111 4.345
H -1.538 3.492 -4.427
C -2.461 -4.018 5.197
H -1.137 -4.148 -2.817
S -1.600 -1.288 5.675
H 6.091 -0.695 5.662
H 3.162 4.308 -5.168
H -2.000 -1.479 1.226
C 5.330 -1.237 5.108
O 3.499 2.629 2.818
H -3.644 2.734 -4.984
C -1.347 2.847 -1.333
C -1.538 -5.063 3.214
H -2.905 -6.014 4.565
H 4.482 1.505 5.171
C 5.335 -4.143 -2.200
H 3.720 -2.629 3.708
C 3.778 1.490 3.114
C 4.793 1.104 4.204
C -0.058 -2.385 -2.113
C -3.313 2.266 -4.054
C -2.643 -0.635 1.462
C 3.650 2.223 -5.080
O -1.075 -1.430 7.004
C 3.604 -2.850 -1.153
H 5.789 1.477 3.964
H -0.599 1.757 3.631
C -2.851 4.531 -2.211
H -5.316 2.301 -3.247
H -0.945 -1.020 -5.719
C -4.311 2.591 -2.940
H -2.663 -1.352 -1.690
H -2.804 4.858 -1.176
N -0.466 -0.690 4.659
C 2.296 3.353 -3.450
C 4.331 -2.300 -3.377
H 2.608 -2.081 2.564
C 3.805 -0.676 3.222
N -0.926 2.285 -0.412
H 0.724 0.172 -4.450
C 3.516 -2.041 -2.281
O -2.841 -0.581 5.511
O 2.598 0.029 -0.528
H -2.385 4.741 3.304
N -2.035 0.438 1.915
N 3.528 -1.974 2.968
H -4.625 4.653 -3.464
```

Energy relative to the best compared isomer or geometry (same formula, charge and spin): 44.2 kcal per mole
2S+1: 1
Maximum force: 0.7 eV Å⁻¹
Frontier orbital gap: 7.86 eV



Q: Which of these has the highest maximum force?
A: C46H46FIrN5O3Si